DFT (the ωB97M-V functional and the def2-TZVPD basis) results for a single C4H7NS molecule in a non-equilibrium geometry.

Output
LUMO level: -0.2 eV
2S+1: 1
relative energy (zero: lowest compared OMol25 entry of this formula, charge and spin): 1.1271 eV
SMILES: S=C1CCNC1

XYZ file:
```
13
Properties=species:S:1:pos:R:3:forces:R:3:mulliken_charge:R:1
S 2.846 0.065 -0.005 -1.467 0.283 -0.357 -0.25
C 1.202 0.117 -0.083 1.110 -0.253 1.032 0.13
C 0.309 -1.123 -0.117 0.013 0.657 2.396 -0.42
C -1.097 -0.595 0.207 0.793 1.210 -1.051 -0.62
N -1.091 0.854 -0.190 0.967 -0.421 1.329 -0.50
C 0.292 1.337 0.155 -0.826 -1.195 -0.850 -0.49
H 0.319 -1.586 -1.057 0.197 -0.683 -1.450 0.30
H 0.628 -1.863 0.657 0.100 0.504 -0.763 0.29
H -1.822 -1.125 -0.361 -0.823 -0.311 -0.508 0.34
H -1.375 -0.688 1.228 0.017 0.030 1.020 0.32
H -1.036 0.844 -1.175 -0.562 0.031 -1.498 0.29
H 0.298 1.556 1.216 0.295 0.339 0.214 0.25
H 0.526 2.206 -0.474 0.186 -0.190 0.485 0.35
```
Forces are in eV/Å.

=====

DFT (the ωB97M-V functional and the def2-TZVPD basis) results for 5 unconnected molecules or ions with the total composition C31H27F33NO4P.

Output
LUMO level: 0.2 eV
2S+1: 1
SMILES: FC(F)C(F)(F)COC(F)(F)C(F)F.FC(F)C(F)(F)COC(F)(F)C(F)F.FC(F)C(F)(F)COC(F)(F)C(F)F.FC(F)C(F)(F)COC(F)(F)C(F)F.F[PH2](c1ccccc1)c1ccncc1

XYZ file:
```
97
Properties=species:S:1:pos:R:3:forces:R:3:mulliken_charge:R:1
F -0.250 0.587 -1.217 0.004 -0.024 -0.004 -0.26
C -0.186 1.407 -0.150 0.058 0.041 0.094 0.14
F 1.020 1.225 0.447 0.019 -0.003 -0.043 -0.28
C -1.273 1.085 0.877 -0.054 -0.191 0.010 0.92
F -1.049 -0.130 1.431 0.017 0.032 -0.043 -0.24
F -1.100 2.019 1.855 -0.005 0.002 0.047 -0.29
C -2.732 1.208 0.424 -0.401 0.418 0.141 -0.74
O -3.407 0.018 0.064 0.384 -0.307 0.105 -0.42
C -3.386 -0.487 -1.201 -0.190 0.068 -0.019 0.70
F -2.836 0.360 -2.087 0.034 0.017 -0.001 -0.28
F -4.671 -0.692 -1.577 -0.028 0.066 -0.076 -0.32
C -2.707 -1.863 -1.252 -0.077 -0.012 0.002 0.17
F -1.454 -1.768 -0.765 0.109 -0.100 -0.023 -0.19
F -2.639 -2.275 -2.536 0.011 -0.010 0.010 -0.27
H -0.272 2.444 -0.478 0.012 0.004 -0.005 0.26
H -3.260 1.551 1.312 0.002 0.026 -0.012 0.43
H -2.844 1.990 -0.327 0.133 -0.066 -0.067 0.40
H -3.277 -2.585 -0.665 0.031 -0.005 0.023 0.29
F 1.365 -6.057 2.833 0.033 -0.032 -0.011 -0.22
C 0.157 -5.464 2.796 -0.083 0.039 0.026 0.01
F -0.789 -6.431 2.774 0.027 -0.020 0.021 -0.27
C -0.001 -4.604 1.538 0.083 -0.108 -0.173 1.01
F -0.026 -5.394 0.444 0.001 0.022 0.041 -0.25
F -1.240 -4.038 1.669 -0.035 0.037 0.011 -0.34
C 0.969 -3.434 1.337 -0.086 0.593 0.036 -0.40
O 2.073 -3.639 0.478 -0.143 -0.475 -0.139 -0.44
C 3.263 -4.141 0.912 0.055 0.205 0.003 0.74
F 3.323 -4.244 2.251 -0.024 -0.026 0.017 -0.29
F 4.232 -3.275 0.529 0.060 0.063 0.082 -0.31
C 3.599 -5.476 0.234 0.037 0.029 -0.071 0.20
F 2.607 -6.361 0.454 -0.007 -0.136 0.024 -0.21
F 4.739 -5.965 0.768 -0.011 -0.007 0.006 -0.27
H 0.021 -4.855 3.694 0.015 -0.008 0.005 0.28
H 0.373 -2.680 0.824 0.018 0.002 -0.006 0.09
H 1.271 -3.003 2.292 0.023 -0.173 0.062 0.40
H 3.731 -5.332 -0.839 -0.033 -0.003 -0.004 0.28
F 4.906 3.540 -3.026 0.034 0.043 -0.020 -0.24
C 3.687 3.037 -2.752 -0.072 -0.050 0.003 0.05
F 2.926 3.131 -3.865 0.030 -0.005 -0.019 -0.26
C 3.007 3.831 -1.633 0.082 0.176 0.018 0.83
F 2.723 5.079 -2.051 0.007 -0.038 0.005 -0.28
F 1.820 3.177 -1.430 -0.074 0.032 -0.058 -0.25
C 3.687 3.863 -0.259 -0.056 -0.254 0.456 -0.70
O 4.464 5.002 0.056 -0.120 0.270 -0.476 -0.40
C 5.791 5.093 -0.248 0.028 -0.073 0.199 0.78
F 6.290 3.941 -0.726 -0.012 -0.007 -0.034 -0.29
F 6.449 5.373 0.902 0.078 -0.081 0.053 -0.30
C 6.088 6.269 -1.192 -0.010 0.042 0.040 0.20
F 5.366 6.168 -2.322 -0.002 -0.049 -0.038 -0.22
F 7.400 6.239 -1.513 -0.001 0.024 -0.014 -0.25
H 3.779 1.985 -2.471 0.021 0.003 -0.003 0.31
H 2.862 3.902 0.451 0.008 -0.005 0.005 0.41
H 4.229 2.936 -0.070 0.046 0.005 -0.144 0.36
H 5.854 7.210 -0.692 -0.003 0.006 -0.006 0.24
F -0.072 -10.638 -3.220 -0.004 0.005 -0.033 -0.23
C -0.026 -9.297 -3.089 -0.011 0.084 -0.018 0.02
F 0.389 -8.769 -4.262 -0.025 -0.031 -0.012 -0.26
C 0.959 -8.884 -1.993 0.199 -0.124 0.003 0.98
F 2.219 -9.194 -2.361 -0.051 0.019 -0.007 -0.29
F 0.864 -7.522 -1.942 -0.042 0.078 0.018 -0.31
C 0.685 -9.376 -0.567 -0.207 0.270 0.476 -0.56
O 1.400 -10.516 -0.134 0.318 -0.047 -0.408 -0.43
C 0.948 -11.784 -0.337 -0.082 -0.020 0.201 0.81
F -0.306 -11.813 -0.819 -0.018 -0.010 -0.012 -0.29
F 0.933 -12.405 0.869 -0.105 -0.019 0.028 -0.31
C 1.904 -12.608 -1.212 0.032 -0.014 0.026 0.19
F 2.103 -12.006 -2.400 -0.017 -0.026 -0.004 -0.22
F 1.344 -13.819 -1.432 0.032 -0.020 -0.015 -0.26
H -1.026 -8.918 -2.864 -0.008 -0.025 -0.005 0.30
H 1.051 -8.576 0.076 0.010 0.009 -0.022 0.24
H -0.384 -9.473 -0.377 -0.013 -0.058 -0.170 0.37
H 2.859 -12.733 -0.699 0.010 0.002 -0.014 0.25
F -2.847 4.398 1.009 0.072 -0.247 -0.102 -0.16
P -3.869 5.754 0.967 -0.404 0.076 -0.088 0.51
C -2.466 6.845 1.267 -0.054 -0.081 -0.087 0.34
C -2.230 7.276 2.563 -0.014 0.113 0.176 -0.30
C -1.178 8.139 2.818 0.086 0.074 0.128 -0.61
C -0.365 8.573 1.781 0.075 0.123 0.180 -0.45
C -0.601 8.142 0.491 0.018 -0.044 -0.307 -0.66
C -1.646 7.274 0.228 -0.170 -0.193 -0.002 -0.22
C -5.146 7.134 0.947 -0.277 0.360 0.065 0.43
C -6.224 7.117 1.833 0.184 0.143 -0.235 -0.43
C -7.155 8.156 1.812 0.214 -0.085 -0.107 -0.38
N -7.082 9.190 0.977 0.040 -0.143 0.041 -0.59
C -6.058 9.207 0.120 0.161 -0.238 0.052 -0.35
C -5.077 8.223 0.068 -0.183 -0.139 0.204 -0.37
H -4.178 5.394 -0.348 0.125 0.066 -0.114 0.00
H -4.573 5.138 2.011 0.123 0.006 0.118 -0.09
H -2.869 6.950 3.377 0.023 0.013 -0.022 0.36
H -0.991 8.476 3.830 -0.009 -0.016 -0.024 0.39
H 0.452 9.254 1.976 0.004 -0.003 0.052 0.41
H 0.028 8.474 -0.324 0.032 0.023 0.013 0.41
H -1.826 6.921 -0.781 0.054 0.024 -0.027 0.43
H -6.348 6.305 2.545 0.000 0.033 -0.021 0.31
H -7.990 8.144 2.506 0.007 0.065 -0.057 0.34
H -6.010 10.052 -0.560 -0.049 -0.001 0.048 0.35
H -4.267 8.316 -0.649 -0.045 0.001 0.051 0.31
```
Forces are in eV/Å.

=====

DFT (the ωB97M-V functional and the def2-TZVPD basis) results for a gas-phase ion, C6H12N (charge +1) in a non-equilibrium geometry.

Output
LUMO level: -6.6 eV
2S+1: 1
relative energy (zero: lowest compared OMol25 entry of this formula, charge and spin): 4.4957 eV
net charge: +1

XYZ file:
```
19
Properties=species:S:1:pos:R:3:forces:R:3:mulliken_charge:R:1
C -0.628 1.989 0.900 1.424 0.754 1.843 -0.83
C -0.925 0.825 1.690 1.303 -1.687 -0.579 0.15
C 1.336 -0.547 -1.944 3.253 -2.014 -0.689 -0.43
C -0.100 -0.708 -1.907 -2.711 1.385 -2.842 -0.44
C -0.636 -0.600 1.240 2.549 -0.147 2.951 -0.55
C 0.645 -0.962 0.326 0.414 3.516 2.416 -0.82
N 0.598 -0.125 -0.818 -0.232 1.002 0.703 -0.10
H -1.615 2.282 0.591 -1.078 0.500 -0.630 0.35
H -0.430 2.771 1.686 -0.068 -0.170 -0.811 0.39
H -1.354 1.001 2.731 0.187 -0.402 -1.541 0.39
H 1.827 -1.531 -1.882 0.047 0.334 0.380 0.21
H 2.059 0.122 -2.435 -1.253 0.227 -0.177 0.27
H -0.709 -0.039 -2.633 0.692 -1.175 1.717 0.24
H -0.495 -1.695 -1.667 -0.001 0.036 -0.692 0.28
H 0.128 1.989 0.083 -0.904 -0.635 0.520 0.32
H -1.546 -0.924 0.783 -0.979 -0.482 -0.426 0.35
H -0.438 -1.219 2.210 -1.031 0.907 -1.499 0.38
H 0.687 -2.013 0.162 -0.170 -1.046 -0.209 0.51
H 1.594 -0.616 0.884 -1.442 -0.901 -0.436 0.33
```
Forces are in eV/Å.

=====

DFT (the ωB97M-V functional and the def2-TZVPD basis) results for a single C19H30N4O4S molecule.

Output
LUMO level: 0.3 eV
2S+1: 1
relative energy (zero: lowest compared OMol25 entry of this formula, charge and spin): 0.8310 eV
SMILES: Cc1cc(C(=O)N2CCCN(CCNC(=O)[C@@H]3CCS(=O)(=O)C3)CC2)[nH]c1C

XYZ file:
```
58
Properties=species:S:1:pos:R:3:forces:R:3:mulliken_charge:R:1
C 0.227 4.806 1.348 0.002 -0.002 -0.003 -1.49
C -0.229 3.726 2.281 -0.008 0.003 -0.009 -0.23
C -0.134 2.333 2.053 0.006 0.005 0.003 0.05
C -0.682 1.680 3.143 -0.007 -0.010 0.008 0.15
C -1.000 0.305 3.591 0.010 0.019 0.003 0.89
O -1.746 0.177 4.560 -0.003 -0.005 -0.004 -0.78
N -0.474 -0.779 2.952 0.000 -0.005 0.002 0.28
C -0.938 -2.106 3.323 0.002 -0.007 -0.004 -1.10
C -1.739 -2.775 2.211 -0.004 0.009 0.011 -0.52
C -0.924 -3.035 0.939 0.000 -0.001 -0.004 -1.02
N -0.779 -1.937 -0.013 0.016 0.002 -0.001 0.22
C -1.948 -1.747 -0.862 -0.001 0.006 -0.004 -0.78
C -1.601 -0.940 -2.107 -0.025 0.013 0.038 -0.90
N -0.414 -1.511 -2.708 -0.053 -0.024 -0.004 0.13
C -0.015 -1.173 -3.950 0.019 0.015 -0.042 0.04
O -0.655 -0.409 -4.651 0.022 -0.001 0.006 -0.69
C 1.262 -1.848 -4.476 -0.006 0.009 -0.002 0.53
C 2.299 -2.226 -3.403 0.003 -0.014 0.007 -1.39
C 2.942 -0.917 -2.968 0.001 0.005 -0.004 -0.49
S 3.289 -0.103 -4.529 0.004 0.000 0.000 1.15
O 3.063 1.312 -4.422 -0.007 0.001 0.001 -0.68
O 4.553 -0.599 -5.014 -0.005 -0.001 0.002 -0.67
C 1.970 -0.910 -5.459 0.016 0.014 -0.002 -0.97
C -0.276 -0.651 0.483 -0.006 -0.002 0.005 -0.30
C 0.437 -0.700 1.828 0.001 -0.005 -0.008 -1.98
N -1.105 2.657 4.005 0.000 -0.003 -0.009 -0.01
C -0.841 3.891 3.508 0.004 -0.003 0.011 0.17
C -1.204 5.131 4.252 -0.001 0.001 0.000 -1.42
H 0.583 5.683 1.891 0.000 0.000 -0.001 0.38
H 1.047 4.456 0.722 0.000 0.000 0.001 0.38
H -0.574 5.135 0.682 -0.001 -0.001 0.001 0.28
H 0.280 1.894 1.161 0.000 0.007 0.001 0.56
H -0.066 -2.725 3.562 0.000 0.004 0.001 0.33
H -1.536 -2.001 4.223 0.000 0.003 0.001 0.50
H -2.096 -3.736 2.592 -0.002 0.000 -0.002 0.38
H -2.626 -2.177 1.983 0.001 0.000 -0.003 0.28
H 0.071 -3.391 1.227 -0.002 -0.002 0.000 0.40
H -1.378 -3.855 0.380 0.001 -0.001 0.000 0.53
H -2.305 -2.732 -1.170 0.000 -0.002 0.003 0.54
H -2.772 -1.240 -0.337 0.000 0.000 0.001 0.37
H -2.425 -0.969 -2.819 0.002 -0.014 -0.004 0.50
H -1.436 0.114 -1.863 0.010 -0.004 -0.007 0.27
H 0.143 -2.083 -2.094 0.018 0.001 0.007 0.12
H 0.921 -2.741 -5.005 -0.002 0.002 0.002 0.45
H 1.880 -2.780 -2.563 -0.001 0.001 -0.003 0.48
H 3.056 -2.870 -3.854 0.002 0.003 0.001 0.46
H 2.252 -0.282 -2.411 0.003 0.002 0.002 0.14
H 3.883 -1.019 -2.433 0.001 -0.006 -0.001 0.56
H 2.462 -1.447 -6.267 -0.003 -0.005 0.001 0.40
H 1.298 -0.150 -5.849 -0.004 -0.005 -0.003 0.45
H 0.411 -0.230 -0.262 -0.004 0.004 0.001 0.02
H -1.102 0.068 0.583 -0.001 -0.004 0.001 0.70
H 1.060 0.183 1.940 0.000 -0.002 0.002 0.72
H 1.111 -1.557 1.878 0.000 -0.002 -0.001 0.40
H -1.586 2.420 4.858 -0.001 0.004 0.002 0.22
H -0.830 6.008 3.727 0.001 0.000 0.000 0.34
H -2.286 5.238 4.347 0.000 0.000 -0.001 0.29
H -0.777 5.134 5.256 -0.001 -0.001 0.000 0.33
```
Forces are in eV/Å.

=====

DFT (the ωB97M-V functional and the def2-TZVPD basis) results for a gas-phase ion, C5H14NS (charge +1) in a non-equilibrium geometry.

Output
LUMO level: -3.6 eV
2S+1: 1
relative energy (zero: lowest compared OMol25 entry of this formula, charge and spin): 0.6657 eV
net charge: +1
SMILES: CSCC[C@@H](C)[NH3+]

XYZ file:
```
21
Properties=species:S:1:pos:R:3:forces:R:3:mulliken_charge:R:1
C -0.499 -0.491 -3.427 -0.607 0.578 -0.663 -0.76
S 0.530 0.750 -2.618 0.156 0.112 0.296 -0.07
C -0.285 0.908 -0.982 -0.187 -0.065 -0.990 -0.85
C 0.721 0.596 0.118 -1.181 -0.142 -0.268 -0.67
C 0.073 0.340 1.465 0.192 -0.131 0.973 0.38
C -0.962 -0.772 1.487 0.578 0.024 -0.261 -1.57
N 1.240 -0.042 2.427 0.604 0.479 0.349 -0.30
H 0.141 -1.188 -3.942 0.209 -0.370 0.008 0.31
H -1.174 -0.997 -2.746 0.174 -0.189 0.205 0.27
H -1.127 -0.008 -4.187 0.155 -0.073 0.210 0.28
H -0.751 1.889 -0.956 0.105 0.147 0.440 0.42
H -1.081 0.173 -1.026 -0.096 -0.043 0.249 0.22
H 1.107 -0.376 -0.190 0.765 0.161 0.037 0.39
H 1.450 1.405 0.141 0.342 -0.264 0.149 0.37
H -0.367 1.189 1.982 0.042 0.401 -0.416 0.26
H -1.813 -0.380 0.943 -0.353 -0.179 0.114 0.38
H -0.605 -1.670 0.965 -0.074 0.136 0.153 0.39
H -1.247 -1.015 2.511 -0.167 -0.020 -0.106 0.49
H 1.150 -0.967 2.847 0.027 -0.192 -0.284 0.35
H 1.344 0.600 3.215 -0.470 0.118 0.078 0.36
H 2.155 0.057 1.973 -0.214 -0.487 -0.274 0.36
```
Forces are in eV/Å.

=====

HOMO values, unit Eh, following the record order: -0.313 -0.360 -0.494 -0.301 -0.426.